# 1
{"formula": "C4H12NO3", "method": "ωB97M-V with the def2-TZVPD basis set", "symbols": ["O", "O", "O", "N", "C", "C", "C", "C", "H", "H", "H", "H", "H", "H", "H", "H", "H", "H", "H", "H"], "xyz": [[1.447, 0.532, -0.733], [2.015, -1.071, 1.789], [0.456, -0.630, -2.385], [-0.843, -1.236, 0.300], [-0.824, 1.193, 0.508], [0.426, -0.090, -1.319], [-2.123, 1.449, 1.217], [-0.892, 0.075, -0.541], [-2.144, 2.210, 2.000], [2.281, 0.405, -1.194], [-1.769, -1.454, 0.680], [-2.444, 0.606, 1.850], [-0.506, -2.048, -0.203], [-2.855, 1.853, 0.511], [-0.324, -1.056, 1.160], [2.139, -0.796, 2.733], [0.120, 1.068, 1.048], [-1.774, 0.090, -1.171], [2.837, -0.733, 1.394], [-0.641, 2.086, -0.091]], "gap_ev": 11.533, "total_charge": 1, "fmax_ev_per_a": 2.6, "e_lumo_ev": -3.41, "total_energy_ev": -11968.70748, "e_homo_ev": -14.939, "de_lowest_ev": 0.888}

=====

# 2
{"formula": "C4H5NOS2", "method": "ωB97M-V with the def2-TZVPD basis set", "symbols": ["S", "S", "O", "N", "C", "C", "C", "C", "H", "H", "H", "H", "H"], "xyz": [[1.876, -1.048, -0.314], [-2.990, -0.109, -0.373], [0.926, 1.020, 1.009], [-1.447, 0.311, 0.230], [1.381, 1.459, -0.200], [0.708, -0.362, 0.972], [-0.666, -0.645, 0.510], [1.968, 0.579, -1.003], [2.459, 0.782, -1.939], [-0.897, -1.719, 0.468], [1.202, 2.510, -0.401], [-3.467, 1.150, -0.501], [0.894, -0.716, 2.007]], "gap_ev": 8.931, "fmax_ev_per_a": 1.0, "e_lumo_ev": 0.78, "total_energy_ev": -29435.03592, "e_homo_ev": -8.150, "smiles": "S/N=C/[C@@H]1OC=CS1", "de_lowest_ev": 2.058}

=====

# 3
{"formula": "C5H8F3N2O", "method": "ωB97M-V with the def2-TZVPD basis set", "symbols": ["F", "F", "F", "O", "N", "N", "C", "C", "C", "C", "C", "H", "H", "H", "H", "H", "H", "H", "H"], "xyz": [[3.386, -0.320, 0.347], [1.835, -1.646, 1.121], [2.306, -1.653, -1.070], [-2.006, -1.879, 0.826], [-0.871, -1.193, 0.612], [-0.949, -1.211, -1.706], [2.190, -0.897, 0.058], [-0.430, -0.826, -0.526], [0.730, 1.068, 0.975], [1.228, 1.597, -0.285], [1.116, 0.123, -0.103], [-0.217, 1.236, 1.240], [1.411, 1.061, 1.790], [2.261, 2.076, -0.272], [-1.655, -2.026, -1.631], [-1.774, -2.722, 1.366], [-0.456, -1.022, -2.555], [0.571, 2.199, -0.994], [-0.566, -0.551, 1.432]], "gap_ev": 11.847, "total_charge": 1, "fmax_ev_per_a": 4.6, "e_lumo_ev": -3.54, "total_energy_ev": -18484.68338, "e_homo_ev": -15.386, "smiles": "N/C(=[NH+]\\O)C1(C(F)(F)F)CC1", "de_lowest_ev": 3.110}